1.
Density functional theory data (ωB97M-V/def2-TZVPD) for a 2-piece molecular cluster, C3N2O3 overall in a non-equilibrium geometry.

Output
* orbital gap: 8.01 eV
* total charge: -2
* energy above the lowest of the compared OMol25 structures with the same formula, charge and spin: 0.0883 eV

CARTESIAN COORDINATES (ANGSTROEM)
C 1.301 -2.206 0.724
C -0.617 -0.471 0.148
C -0.325 1.835 -0.665
N 1.963 -2.982 1.335
N 0.018 0.530 -0.039
O 0.118 1.993 -1.797
O -1.476 -1.289 0.247
O -0.981 2.592 0.048

2.
Density functional theory data (ωB97M-V/def2-TZVPD) for one molecule with the formula C3N2O3 in a non-equilibrium geometry.

Output
* orbital gap: 10.60 eV
* structure (SMILES): N#Cc1noc(=O)o1
* total charge: 0
* energy above the lowest of the compared OMol25 structures with the same formula, charge and spin: 2.3858 eV

CARTESIAN COORDINATES (ANGSTROEM)
N -1.681 0.024 -2.681
C -1.081 -0.105 -1.643
C -0.352 -0.167 -0.390
N -0.339 -1.227 0.344
O 0.539 -0.835 1.336
C 0.927 0.402 1.160
O 1.648 1.044 1.876
O 0.340 0.864 -0.002

3.
Density functional theory data (ωB97M-V/def2-TZVPD) for a 2-piece molecular cluster, C3N3P overall in a non-equilibrium geometry.

Output
* orbital gap (spin up / spin down): 8.86 / 6.08 eV
* total charge: 0
* energy above the lowest of the compared OMol25 structures with the same formula, charge and spin: 3.5723 eV

CARTESIAN COORDINATES (ANGSTROEM)
C -1.073 1.586 -1.328
C 1.236 -1.515 -0.329
C -0.476 -0.611 1.529
N -1.246 2.641 -1.731
N 2.368 -1.513 -0.529
N -0.711 0.047 2.432
P -0.481 -1.483 -0.034

4.
Density functional theory data (ωB97M-V/def2-TZVPD) for C3O3V as an isolated structure in a non-equilibrium geometry.

Output
* spin multiplicity: 4
* orbital gap (spin up / spin down): 5.62 / 5.80 eV
* total charge: 0
* ⟨S²⟩: 3.805

CARTESIAN COORDINATES (ANGSTROEM)
C -2.112 -0.212 -0.284
C -0.961 0.135 0.162
O -2.841 -1.155 -0.604
O 2.385 -0.004 -0.148
O -0.397 0.803 1.237
C 3.243 -0.745 -0.153
V 0.683 1.177 -0.210

5.
Density functional theory data (ωB97M-V/def2-TZVPD) for a 7-piece molecular cluster, C40H100BF10N5O5P overall in a non-equilibrium geometry.

Output
* orbital gap: 9.81 eV
* total charge: +3
* energy above the lowest of the compared OMol25 structures with the same formula, charge and spin: 0.9150 eV

CARTESIAN COORDINATES (ANGSTROEM)
C -0.141 -16.984 5.939
C 1.016 -16.093 6.305
N 2.316 -16.496 5.660
C 2.215 -16.199 4.191
C 3.404 -15.639 6.210
C 4.788 -15.759 5.584
C 2.598 -17.967 5.833
C 3.185 -18.357 7.154
O 2.410 -17.844 8.196
C 2.954 -18.137 9.460
H -0.258 -17.250 4.896
H -1.039 -16.484 6.313
H -0.171 -17.886 6.559
H 1.223 -16.162 7.367
H 0.707 -15.120 5.931
H 1.969 -15.144 4.094
H 1.451 -16.833 3.761
H 3.196 -16.335 3.743
H 3.516 -15.969 7.244
H 3.014 -14.626 6.290
H 4.889 -15.183 4.665
H 5.009 -16.797 5.336
H 5.484 -15.375 6.322
H 3.241 -18.253 5.003
H 1.640 -18.450 5.654
H 4.216 -17.981 7.277
H 3.272 -19.454 7.162
H 2.252 -17.772 10.201
H 3.891 -17.580 9.563
H 3.111 -19.207 9.578
C 3.807 -14.666 -1.200
C 3.494 -14.131 0.179
N 4.219 -12.872 0.566
C 3.934 -11.888 -0.502
C 3.643 -12.325 1.824
C 3.858 -13.173 3.023
C 5.696 -13.058 0.640
C 6.513 -11.851 1.041
O 6.387 -11.613 2.387
C 6.882 -10.331 2.763
H 4.875 -14.882 -1.326
H 3.559 -13.986 -2.011
H 3.294 -15.578 -1.493
H 3.799 -14.896 0.893
H 2.437 -13.887 0.259
H 4.492 -12.166 -1.383
H 4.233 -10.882 -0.201
H 2.866 -11.842 -0.626
H 2.607 -12.023 1.646
H 4.096 -11.335 1.914
H 4.860 -12.964 3.397
H 3.797 -14.248 2.858
H 3.146 -12.998 3.829
H 5.967 -13.383 -0.359
H 5.917 -13.823 1.388
H 6.270 -10.988 0.405
H 7.551 -12.128 0.809
H 7.892 -10.190 2.373
H 6.845 -10.275 3.844
H 6.243 -9.539 2.351
C -4.691 -9.967 7.186
C -3.817 -10.743 8.120
N -3.965 -12.213 8.008
C -3.154 -12.883 9.057
C -5.380 -12.663 8.124
C -6.113 -12.179 9.366
C -3.468 -12.714 6.658
C -2.077 -12.323 6.198
O -1.105 -12.902 7.044
C 0.159 -12.292 6.982
H -4.386 -8.923 7.174
H -5.743 -10.025 7.464
H -4.635 -10.324 6.156
H -4.012 -10.489 9.161
H -2.769 -10.496 7.970
H -3.235 -13.953 8.922
H -3.663 -12.626 9.991
H -2.161 -12.484 9.180
H -5.330 -13.743 8.275
H -5.902 -12.383 7.218
H -7.174 -12.402 9.258
H -6.204 -11.076 9.392
H -5.631 -12.406 10.308
H -4.156 -12.358 5.894
H -3.554 -13.798 6.707
H -1.972 -11.235 6.190
H -2.058 -12.732 5.178
H 0.273 -11.535 7.766
H 0.346 -11.803 6.022
H 0.958 -13.019 7.117
C -3.426 -15.805 -0.491
C -2.564 -16.426 -1.559
N -1.361 -17.224 -1.082
C -1.854 -18.183 -0.081
C -0.766 -17.989 -2.227
C -0.309 -17.080 -3.341
C -0.382 -16.313 -0.395
C 0.776 -16.977 0.322
O 1.751 -17.414 -0.586
C 2.973 -17.764 0.024
H -2.900 -14.961 -0.042
H -3.728 -16.498 0.288
H -4.309 -15.414 -0.992
H -2.118 -15.632 -2.161
H -3.101 -17.103 -2.220
H -2.036 -17.689 0.865
H -1.097 -18.953 0.068
H -2.723 -18.694 -0.485
H -1.451 -18.752 -2.594
H 0.101 -18.479 -1.791
H -1.088 -16.498 -3.817
H 0.157 -17.702 -4.107
H 0.486 -16.446 -2.965
H -0.962 -15.875 0.418
H -0.056 -15.541 -1.084
H 0.390 -17.757 0.990
H 1.152 -16.169 0.970
H 3.315 -16.984 0.713
H 3.739 -17.992 -0.713
H 2.881 -18.701 0.594
C -3.193 -9.899 3.106
C -3.427 -10.635 1.801
N -2.539 -10.298 0.654
C -3.045 -9.027 0.028
C -1.147 -10.104 1.196
C -0.126 -9.832 0.108
C -2.662 -11.360 -0.383
C -4.018 -11.951 -0.548
O -4.941 -10.983 -0.994
C -6.279 -11.402 -0.876
H -3.884 -10.403 3.791
H -3.489 -8.854 3.052
H -2.205 -10.040 3.534
H -4.461 -10.484 1.496
H -3.304 -11.711 1.923
H -4.121 -9.082 -0.038
H -2.582 -8.920 -0.943
H -2.743 -8.217 0.691
H -0.952 -10.933 1.872
H -1.303 -9.231 1.833
H -0.340 -8.927 -0.452
H -0.055 -10.711 -0.531
H 0.855 -9.677 0.561
H -1.960 -12.171 -0.161
H -2.298 -11.014 -1.352
H -4.402 -12.487 0.328
H -3.904 -12.679 -1.367
H -6.672 -11.399 0.150
H -6.423 -12.406 -1.305
H -6.900 -10.738 -1.474
P -0.159 -12.824 -3.276
F 1.361 -12.454 -3.680
F 0.040 -14.305 -3.837
F 0.306 -13.242 -1.794
F -1.676 -13.168 -2.841
F -0.414 -11.302 -2.736
F -0.675 -12.345 -4.713
B -0.565 -13.603 2.357
F -0.313 -14.965 2.769
F -1.909 -13.295 2.687
F 0.298 -12.699 3.040
F -0.314 -13.554 0.966

6.
Density functional theory data (ωB97M-V/def2-TZVPD) for C40H100F2Li2NO24S2 as an isolated structure in a non-equilibrium geometry.

Output
* orbital gap: 3.59 eV
* total charge: +1

CARTESIAN COORDINATES (ANGSTROEM)
Li 4.250 -2.112 -3.858
Li 3.277 1.199 -4.941
N 1.639 -0.546 -2.287
S 1.996 -0.347 -0.650
O 1.754 -1.353 0.429
O 2.124 1.029 -0.236
F 3.579 -0.619 -0.926
S 0.195 -1.044 -1.954
O -0.788 -0.132 -1.411
O 0.050 -2.476 -1.779
F -0.220 -0.885 -3.469
C -8.213 -3.568 -4.111
O -7.864 -2.862 -5.292
C -6.842 -3.522 -6.126
C -6.566 -2.729 -7.459
O -7.204 -3.195 -8.665
C -8.629 -3.244 -8.748
H -9.189 -3.235 -3.757
H -7.493 -3.484 -3.298
H -8.279 -4.629 -4.354
H -7.171 -4.554 -6.248
H -5.864 -3.629 -5.657
H -5.487 -2.602 -7.549
H -7.002 -1.753 -7.249
H -8.946 -4.094 -8.144
H -9.182 -3.364 -9.679
H -9.092 -2.393 -8.248
C -3.835 3.525 9.457
O -3.575 2.306 8.852
C -2.169 1.925 8.676
C -1.435 2.831 7.612
O -1.622 2.675 6.118
C -3.003 2.468 5.733
H -3.432 4.363 8.888
H -3.287 3.636 10.393
H -4.882 3.672 9.723
H -2.141 0.915 8.266
H -1.671 2.005 9.642
H -0.397 2.513 7.714
H -1.520 3.904 7.787
H -3.032 2.096 4.709
H -3.572 3.397 5.776
H -3.523 1.817 6.435
C -8.704 -2.031 4.089
O -7.459 -2.276 3.359
C -6.794 -3.529 3.789
C -5.420 -3.585 3.117
O -5.120 -4.996 3.216
C -3.883 -5.248 2.433
H -9.449 -2.623 3.559
H -8.928 -0.987 3.867
H -8.510 -2.247 5.139
H -7.351 -4.438 3.563
H -6.643 -3.508 4.869
H -4.573 -3.138 3.637
H -5.505 -3.248 2.084
H -2.950 -4.750 2.699
H -4.077 -5.109 1.370
H -3.582 -6.296 2.423
C 1.593 -3.904 7.234
O 0.798 -4.003 8.426
C 0.557 -5.299 8.851
C -0.483 -5.244 10.025
O -0.770 -6.567 10.621
C -1.689 -6.427 11.734
H 2.591 -4.265 7.481
H 1.537 -2.875 6.879
H 1.111 -4.378 6.379
H 1.434 -5.684 9.372
H 0.101 -5.880 8.049
H -1.489 -4.974 9.703
H -0.144 -4.538 10.783
H -1.144 -5.973 12.562
H -2.027 -7.393 12.107
H -2.574 -5.892 11.389
C 4.927 4.871 -3.382
O 3.818 4.264 -4.174
C 3.156 5.332 -4.901
C 2.016 4.676 -5.638
O 2.364 3.525 -6.419
C 2.968 3.852 -7.716
H 5.357 4.109 -2.732
H 4.651 5.691 -2.719
H 5.741 5.312 -3.957
H 3.914 5.822 -5.512
H 2.771 6.030 -4.157
H 1.420 5.462 -6.102
H 1.289 4.413 -4.870
H 3.390 2.988 -8.228
H 3.656 4.697 -7.755
H 2.190 4.169 -8.410
C 2.530 -5.887 -5.252
O 3.373 -5.366 -4.178
C 3.832 -6.428 -3.348
C 4.859 -5.840 -2.315
O 5.722 -4.946 -2.979
C 6.779 -5.575 -3.711
H 1.726 -6.596 -5.053
H 3.232 -6.356 -5.941
H 1.956 -5.131 -5.789
H 4.340 -7.230 -3.883
H 3.132 -7.035 -2.773
H 5.293 -6.662 -1.745
H 4.292 -5.242 -1.602
H 7.401 -6.342 -3.250
H 7.534 -4.801 -3.852
H 6.384 -5.910 -4.669
C 0.284 7.087 -12.277
O -0.151 6.871 -10.957
C -1.538 7.054 -10.748
C -2.387 5.724 -10.901
O -2.027 4.787 -9.915
C -2.648 3.578 -10.020
H 0.273 8.162 -12.456
H -0.354 6.416 -12.853
H 1.327 6.789 -12.385
H -1.947 7.935 -11.243
H -1.558 7.223 -9.672
H -2.102 5.249 -11.839
H -3.425 6.058 -10.904
H -2.532 3.269 -11.059
H -3.712 3.555 -9.788
H -2.223 2.921 -9.261
C 10.558 -2.131 4.186
O 10.122 -3.357 3.719
C 9.849 -3.237 2.323
C 11.090 -3.395 1.376
O 11.827 -4.546 1.824
C 12.961 -4.819 1.032
H 9.636 -1.614 4.452
H 11.285 -1.565 3.604
H 11.015 -2.317 5.158
H 9.332 -2.287 2.188
H 9.069 -3.972 2.127
H 11.726 -2.511 1.431
H 10.853 -3.510 0.318
H 13.315 -5.848 1.098
H 13.858 -4.212 1.155
H 12.849 -4.629 -0.036
C 5.712 4.003 6.318
O 5.527 3.653 7.694
C 5.881 4.668 8.561
C 5.220 4.456 9.887
O 3.863 4.841 9.695
C 3.237 5.367 10.822
H 6.687 3.610 6.030
H 5.445 5.038 6.103
H 5.019 3.519 5.629
H 5.853 5.677 8.150
H 6.946 4.531 8.747
H 5.484 5.275 10.556
H 5.448 3.456 10.258
H 3.566 6.406 10.843
H 3.443 4.913 11.791
H 2.194 5.369 10.505
C -8.090 4.780 -5.658
O -8.411 3.512 -5.293
C -8.208 3.193 -3.869
C -6.728 3.192 -3.396
O -6.390 4.442 -2.853
C -5.387 4.427 -1.944
H -7.077 5.111 -5.433
H -8.558 5.644 -5.187
H -8.181 4.867 -6.741
H -8.596 2.186 -3.714
H -8.726 3.899 -3.220
H -6.001 2.899 -4.154
H -6.690 2.482 -2.570
H -4.507 3.875 -2.274
H -5.692 4.029 -0.976
H -5.114 5.481 -1.898

Which value of total charge does entry 2 give? 0

Among the records above, which one has the lowest total charge? number 1

The lowest total charge belongs to which entry? number 1

Which formula does entry 2 have? C3N2O3